The following is a quantum chemistry calculation of a single CH2N4O molecule at a distorted geometry, from the OMol25 dataset.

ORCA input file:
```
! RIJCOSX wB97M-V def2-TZVPD def2/J DEFGRID3
* xyz 0 3
N 0.73 -0.47 -0.74
N 0.66 0.52 0.15
N -0.81 -0.71 1.78
H -0.38 1.20 1.83
N -0.34 0.28 1.41
O -0.20 -1.43 -2.64
H 0.32 1.42 -0.11
C 0.03 -0.80 -1.69
*
```

Properties
Orbital gap (spin up / spin down) in eV: 6.027 / 8.630
<S²>: 2.019
Energy relative to the best compared isomer or geometry (same formula, charge and spin) in kcal/mol: 25.9

The following is a quantum chemistry calculation of a molecular structure, C22H35BrN4O8P2SSn, from the OMol25 dataset.

ORCA input file:
```
! RIJCOSX wB97M-V def2-TZVPD def2/J DEFGRID3
* xyz 2 1
O 0.63 -0.76 1.36
C -1.18 -2.45 -3.52
H 4.23 4.28 0.53
H 2.12 -3.15 -5.42
H -3.72 3.14 3.81
C 4.34 -1.92 0.79
O -0.92 -0.67 -1.25
H -6.89 0.14 1.47
C 0.02 -1.89 -3.07
C 2.40 3.33 -2.07
H -2.10 -3.69 -5.00
H 3.09 -3.30 2.84
N 2.95 -1.89 1.25
C 0.21 -1.01 -1.89
H -0.02 -4.13 -6.22
C -6.18 0.78 1.99
C 1.20 -2.96 -4.90
C -4.92 0.97 1.46
H 3.60 1.30 4.17
C -1.17 -3.26 -4.65
O -1.92 3.33 1.86
O 0.63 1.88 0.15
H 4.30 0.60 2.71
C -5.67 2.24 3.82
H 1.45 -3.07 2.18
H 2.04 4.38 2.66
H 3.99 0.37 -1.49
C 3.89 1.35 -1.96
H 3.70 1.19 -3.02
H -4.63 0.50 0.53
C 4.04 3.42 1.17
H 1.60 -1.01 4.76
H 1.49 3.75 -1.66
H 4.46 -2.77 0.12
H -8.39 0.26 3.39
H 0.69 3.74 1.72
H 4.65 2.58 0.83
H 4.33 3.66 2.19
N 2.76 2.08 -1.39
Sn -0.69 0.40 0.35
H -7.95 1.22 4.81
H 2.12 -1.72 -3.41
P 2.17 1.92 0.10
P 2.13 -0.55 1.60
H 4.58 -1.01 0.25
H 5.03 -2.04 1.63
C 1.31 -0.14 4.16
H 0.32 -0.30 3.75
H 4.82 1.91 -1.84
C -4.05 1.82 2.14
C 2.51 -3.12 1.93
H 1.75 4.99 1.02
H 1.29 0.74 4.81
H -8.61 2.01 3.38
N 2.61 3.05 1.16
H 4.04 -0.42 4.14
N 2.27 0.11 3.08
H 2.65 -3.96 1.25
Br -2.87 -2.25 -2.71
C -7.95 1.20 3.72
O -2.37 1.61 0.09
C -6.58 1.40 3.17
H 2.23 3.11 -3.12
H 3.21 4.07 -1.99
O -1.55 0.91 2.13
H -5.97 2.74 4.74
C 1.71 4.10 1.66
O 1.28 -0.58 -1.51
C 1.20 -2.16 -3.77
C 3.63 0.40 3.55
O 2.75 0.51 0.58
S -2.44 2.05 1.56
C 0.00 -3.51 -5.34
C -4.41 2.47 3.32
*
```

Properties
Orbital gap in eV: 7.510
Energy relative to the best compared isomer or geometry (same formula, charge and spin) in kcal/mol: 0.0

The following is a quantum chemistry calculation of a molecular structure, C20H32AlN3Te, from the OMol25 dataset.

ORCA input file:
```
! RIJCOSX wB97M-V def2-TZVPD def2/J DEFGRID3
* xyz 2 1
H 3.47 -0.78 -1.43
H -0.06 0.00 3.75
C -2.22 -2.76 0.93
Al -0.07 -1.07 -0.15
H -1.07 6.65 1.89
H 1.03 -2.96 -3.35
C 3.21 0.65 1.41
H -0.12 -3.27 2.31
H -2.89 -2.28 0.22
H 1.66 -2.93 -1.68
C 3.03 0.16 -1.09
H -1.73 -4.37 -0.87
C 0.00 -3.66 1.31
C -1.08 3.39 0.99
C -0.87 5.93 -0.12
H 0.16 1.96 -1.39
C -0.83 4.81 -0.94
H -2.20 -2.19 1.85
H -2.09 -2.13 -1.96
C -0.93 -3.63 -0.93
C -1.14 4.51 1.81
H -0.38 -1.08 -4.07
C 2.58 0.11 0.33
H 4.14 1.18 1.38
N -0.04 -1.66 -2.07
C 1.32 -0.31 2.15
H 1.96 -1.57 -2.76
H 3.81 0.92 -1.18
H -0.18 1.60 1.83
H -1.17 -3.18 -3.03
C -1.16 2.01 1.57
C -1.02 5.78 1.25
H 2.63 0.67 3.58
C -0.35 -0.62 -3.08
C 0.17 -0.76 3.00
H 2.23 0.45 -1.78
C -0.93 3.54 -0.39
Te -1.93 0.85 -0.07
C 2.42 0.38 2.56
H -1.84 1.91 2.41
H -0.79 6.92 -0.55
N 1.39 -0.51 0.76
C -1.15 -2.67 -2.07
H -1.27 4.40 2.88
H 0.36 -1.69 3.54
H 1.05 -3.58 1.02
H -2.60 -3.76 1.15
H -0.72 4.93 -2.01
H -0.76 -0.89 2.42
H -1.33 -0.18 -2.88
H -0.31 -4.70 1.28
C -0.86 2.31 -1.25
H 0.41 0.16 -3.07
C 1.24 -2.33 -2.49
H -1.36 2.42 -2.21
N -0.84 -2.87 0.36
H 0.01 -4.18 -1.06
*
```

Properties
Orbital gap in eV: 7.062
Energy relative to the best compared isomer or geometry (same formula, charge and spin) in kcal/mol: 0.4

The following is a quantum chemistry calculation of a molecular structure, C53H32F4GeIN8S2Ti at a distorted geometry, from the OMol25 dataset.

ORCA input file:
```
! RIJCOSX wB97M-V def2-TZVPD def2/J DEFGRID3
* xyz 2 2
C 12.00 17.37 10.96
C 12.65 16.46 14.64
H 8.76 23.98 13.64
H 5.11 16.79 17.08
N 8.72 8.08 8.61
H 10.11 16.28 7.83
C 9.77 16.97 19.00
H 9.33 19.95 15.03
H 7.36 23.92 15.60
Ti 8.67 16.37 13.36
H 6.75 19.13 12.29
N 11.38 19.40 22.80
H 8.86 17.32 9.64
C 10.61 17.54 10.95
C 7.31 20.97 13.06
H 12.17 20.15 11.79
H 11.44 15.59 12.85
C 6.61 13.83 9.89
C 6.13 16.16 8.84
C 11.80 20.39 12.77
C 9.00 22.19 11.77
H 10.54 21.43 16.29
H 12.69 17.27 16.60
C 6.99 13.07 8.80
F 7.02 11.36 12.49
C 6.44 22.05 15.04
C 11.97 16.37 8.77
C 8.12 23.15 13.80
C 11.42 11.91 14.76
C 10.01 13.34 13.59
H 9.74 21.20 10.05
C 6.45 20.96 14.18
N 7.78 16.63 15.09
C 12.48 21.38 13.46
C 11.60 16.06 13.78
H 7.38 17.50 18.29
C 9.20 9.92 11.48
H 5.82 16.10 14.50
N 5.86 17.02 8.13
H 12.04 20.10 19.40
H 11.25 10.89 14.56
C 10.91 18.55 20.39
C 6.44 16.51 15.29
H 11.65 12.70 12.68
C 7.26 17.18 17.27
C 10.95 18.80 18.00
I 4.91 19.77 14.46
C 7.45 19.92 12.19
C 6.97 11.85 11.25
N 9.80 9.95 12.48
C 7.32 11.76 8.86
H 12.48 12.14 15.03
C 6.10 16.93 16.58
H 9.83 16.84 21.16
H 11.32 19.36 17.18
C 7.51 11.15 10.10
C 10.61 16.54 8.72
C 9.92 17.13 9.81
S 9.15 13.23 15.03
N 11.14 12.71 13.57
C 7.28 23.14 14.88
C 9.08 21.17 10.90
H 12.82 22.34 15.32
H 13.75 16.77 9.86
H 13.34 21.80 13.02
N 10.42 16.40 14.37
F 7.63 11.08 7.77
C 6.40 15.29 9.93
F 6.95 13.66 7.58
C 11.38 19.22 19.26
H 13.71 16.33 14.40
C 12.10 17.03 15.75
F 5.90 13.62 12.16
C 8.63 9.00 9.31
C 12.67 16.84 9.88
H 10.91 12.87 16.64
C 8.23 22.11 12.90
N 7.20 16.45 12.05
H 5.64 22.01 15.85
C 9.69 17.28 16.50
Ge 9.66 18.46 12.38
C 6.76 15.94 11.06
C 10.49 12.38 15.82
S 9.53 14.26 12.18
C 10.13 17.41 20.26
C 10.63 19.87 13.28
H 9.46 23.16 11.56
C 8.39 10.01 10.27
H 12.66 17.58 11.83
H 8.39 19.22 10.31
C 10.24 20.26 14.55
H 12.55 16.01 7.93
C 11.26 19.01 21.72
C 10.14 17.67 17.90
C 11.02 21.11 15.36
C 6.51 13.11 11.11
C 8.36 19.95 11.12
C 10.71 17.00 15.61
H 10.05 11.48 16.35
H 9.28 15.99 18.86
C 8.35 17.09 16.28
C 12.18 21.66 14.77
*
```

Properties
Orbital gap (spin up / spin down) in eV: 5.538 / 6.010
<S²>: 0.800
Energy relative to the best compared isomer or geometry (same formula, charge and spin) in kcal/mol: 0.0